# 1
C4H8OS | the ωB97M-V functional and the def2-TZVPD basis

Results
- energy above the lowest of the compared OMol25 structures with the same formula, charge and spin (kJ/mol) = 147.95
- HOMO level (eV) = -8.7
- max |F| (Eh/bohr) = 0.04289
- gap between HOMO and LUMO (eV) = 9.67

The geometry in ORCA input format:
```
! RIJCOSX wB97M-V def2-TZVPD def2/J DEFGRID3
* xyz 0 1
C 0.560 -0.759 2.265
C -0.421 -0.261 -0.260
C 0.765 -0.558 -1.217
C -0.876 0.585 -1.473
H 1.447 -1.159 1.754
H -0.153 -1.624 2.327
H 0.809 -0.405 3.252
H -1.108 -1.102 -0.114
H 1.695 0.007 -0.965
H 1.023 -1.616 -1.370
H -1.844 0.272 -1.924
H -0.863 1.675 -1.350
O 0.177 0.090 -2.309
S -0.162 0.574 1.311
*
```



# 2
C4H8OS | the ωB97M-V functional and the def2-TZVPD basis

Results
- energy above the lowest of the compared OMol25 structures with the same formula, charge and spin (kJ/mol) = 410.51
- HOMO level (eV) = -8.1
- max |F| (Eh/bohr) = 0.06827
- gap between HOMO and LUMO (eV) = 8.35

The geometry in ORCA input format:
```
! RIJCOSX wB97M-V def2-TZVPD def2/J DEFGRID3
* xyz 0 1
C 1.529 -0.928 0.176
C 0.944 0.223 -0.086
C 0.338 2.455 0.400
C -1.477 -1.841 -0.392
O 1.094 1.483 -0.365
S -1.542 -0.025 -0.568
H 0.894 -1.727 0.098
H 2.561 -0.905 0.482
H 0.902 3.374 0.353
H -0.067 2.164 1.430
H -0.483 2.515 -0.345
H -1.005 -2.259 -1.246
H -2.428 -2.404 -0.600
H -1.261 -2.125 0.661
*
```



Calculated total energy for the records above, in order: -630.5786 -630.4786 Ha
M for the records above, in order: 104.17 104.17 g mol⁻¹